# 1
# C6H8N

A molecular structure, C6H8N at a distorted geometry (ωB97M-V with the def2-TZVPD basis set, the Open Molecules 2025 dataset).

The geometry in XYZ format:
```
15
Properties=species:S:1:pos:R:3:forces:R:3:lowdin_charge:R:1
H -2.84390 0.79206 1.38413 -0.3 -0.4 0.9 0.136
H 1.70062 1.89353 -0.84440 0.2 -1.4 0.5 0.126
H -2.30808 1.45416 -0.10902 -0.1 -0.4 0.6 0.164
H -1.62682 -1.37206 0.81834 -0.6 2.0 -1.0 0.195
H 1.28031 -1.78719 1.18971 0.7 0.0 -0.2 0.118
H -0.54892 -1.31770 -1.57042 -0.8 -2.0 -0.5 0.124
C 1.47658 -0.92192 0.55694 -1.7 -1.1 0.8 0.016
C 1.70659 0.86060 -0.39050 -0.5 1.3 -0.3 0.004
C 0.59832 -0.27721 -0.21654 0.6 0.8 -0.8 -0.182
C 2.52433 0.15828 0.38749 0.7 1.5 -0.5 -0.039
C -1.67323 -0.41681 0.14975 0.4 -1.4 2.0 -0.002
H -0.77395 0.28495 -1.63965 -0.6 2.9 -2.1 0.088
C -0.71245 -0.47309 -0.98012 1.0 -0.4 3.1 -0.081
N -2.31807 0.66359 0.55282 1.5 -0.8 -2.9 0.219
H 3.51866 0.45881 0.71147 -0.2 -0.7 0.2 0.114
```
Forces are in eV/Å.

Its HOMO energy (alpha / beta) is -11.87 / -11.87 eV. For the energy relative to the best compared isomer or geometry (same formula, charge and spin), the calculation gives 128.4 kcal/mol. The LUMO energy (alpha / beta) is -4.93 / -4.93 eV. Its charge is +1. As for the spin multiplicity: 1. The electronic energy is -287.7516 hartree. The gap between HOMO and LUMO (alpha / beta) comes out at 6.94 / 6.94 eV.


# 2
# C6H8N

A gas-phase ion, C6H8N (charge +1) at a distorted geometry (ωB97M-V with the def2-TZVPD basis set, the Open Molecules 2025 dataset).

The geometry in XYZ format:
```
15
Properties=species:S:1:pos:R:3:forces:R:3:lowdin_charge:R:1
C 0.85885 -1.09174 -0.09800 -2.2 -1.1 -1.1 0.057
H -3.59256 -1.15383 -0.39470 -0.2 0.4 -0.4 0.111
H 2.38853 -0.48609 -1.36020 -1.1 0.8 1.3 0.214
C -3.09252 -0.32168 0.11405 -0.2 -1.8 1.9 -0.025
H 1.03527 -2.17856 -0.13791 0.0 0.4 0.3 0.156
C 2.00273 -0.27211 -0.26242 3.5 0.7 -0.7 -0.197
C -0.48011 -0.73539 -0.16496 1.6 -0.3 1.0 0.045
H 2.73062 1.44672 0.86941 -2.5 -1.1 -2.3 0.229
H -3.34440 0.65961 -0.22235 -0.1 0.6 -0.3 0.092
H 0.89227 2.82388 0.29188 0.6 2.7 1.4 0.002
C 0.92251 1.92301 -0.17940 -1.1 -3.4 -2.0 0.061
H 2.99964 -0.62730 0.19472 -1.8 -0.1 0.0 0.173
H -3.51278 -0.48973 1.17949 1.0 0.4 -1.3 0.153
N 1.87751 1.13596 0.12970 3.0 1.3 2.5 -0.132
C -1.68557 -0.63277 0.04070 -0.2 0.6 -0.2 0.061
```
Forces are in eV/Å.

Its HOMO energy (alpha / beta) is -12.09 / -12.10 eV. For the energy relative to the best compared isomer or geometry (same formula, charge and spin), the calculation gives 173.6 kcal/mol. The LUMO energy (alpha / beta) is -6.78 / -6.78 eV. Its charge is +1. As for the spin multiplicity: 1. The electronic energy is -287.6796 hartree. The gap between HOMO and LUMO (alpha / beta) comes out at 5.31 / 5.31 eV.


# 3
# C6H8N

A gas-phase ion, C6H8N (charge +1) at a distorted geometry (ωB97M-V with the def2-TZVPD basis set, the Open Molecules 2025 dataset).

The geometry in XYZ format:
```
15
Properties=species:S:1:pos:R:3:forces:R:3:lowdin_charge:R:1
H -3.45565 2.06587 0.51637 -1.2 0.9 0.7 0.078
H 3.22188 -0.16629 0.01974 1.0 -1.2 -0.2 0.073
H -1.87592 -1.95025 -1.17654 0.2 0.7 0.6 0.155
C 0.31036 0.20918 0.24789 2.3 1.4 4.7 -0.174
H 3.11152 1.40853 -0.90703 -0.7 -1.4 -0.1 0.109
H -1.40088 -2.05382 0.47267 -0.3 -0.7 1.0 0.150
C -0.93561 -0.29184 -0.12265 0.1 -0.8 -0.4 -0.186
H 2.73285 1.33765 0.74429 -0.5 -0.7 -0.2 0.095
C -1.92504 0.53193 0.17835 -1.2 -0.1 0.2 -0.012
C -2.80600 1.26034 0.49150 -0.7 1.1 -0.5 0.342
C -1.07794 -1.63982 -0.46243 -1.6 -1.8 -2.1 0.047
N 1.29391 0.23577 -0.47496 2.5 0.2 -2.8 0.074
H 0.34318 0.47810 1.39233 -0.2 0.1 -1.7 0.203
C 2.65545 0.69556 -0.17151 -1.1 2.7 1.2 -0.054
H -0.19211 -2.12090 -0.74801 1.5 -0.5 -0.3 0.100
```
Forces are in eV/Å.

Its HOMO energy is -14.15 eV. For the energy relative to the best compared isomer or geometry (same formula, charge and spin), the calculation gives 143.7 kcal/mol. The LUMO energy is -7.28 eV. Its charge is +1. As for the spin multiplicity: 1. The electronic energy is -287.7272 hartree. The gap between HOMO and LUMO comes out at 6.87 eV.


# 4
# C6H8N

A gas-phase ion, C6H8N (charge +1) at a distorted geometry (ωB97M-V with the def2-TZVPD basis set, the Open Molecules 2025 dataset).

The geometry in XYZ format:
```
15
Properties=species:S:1:pos:R:3:forces:R:3:lowdin_charge:R:1
H -2.90006 0.25745 0.23991 1.0 0.4 -0.4 0.150
C 1.03532 -0.87917 -0.79505 2.3 2.3 -0.5 -0.025
C -1.27072 -2.29432 0.14129 -0.4 -0.8 -0.1 0.108
H 2.75403 0.51624 0.22910 -1.2 -0.5 -0.6 0.159
H -0.73950 0.19868 1.71879 0.0 -0.7 0.6 0.160
C -0.71556 0.56424 0.70327 -0.2 2.6 -0.9 -0.090
H 1.13877 -0.89765 -1.89026 0.0 1.0 0.3 0.170
C -1.88037 0.10223 -0.20266 -1.0 2.2 -0.4 -0.177
C 1.95746 -0.27473 0.33559 -1.1 2.2 -2.6 0.049
C 0.51156 0.06281 0.12746 1.7 -0.8 1.4 -0.006
N -1.71815 -1.29412 -0.25341 -0.1 -0.3 -0.5 -0.055
H -0.70338 1.71721 0.96777 0.3 -1.9 -0.9 0.210
H 0.74313 -1.84830 -0.60711 -0.8 -2.3 1.0 0.063
H -1.80862 0.74303 -1.20234 -0.3 -2.0 1.8 0.182
H 2.32880 -0.89296 1.07837 -0.1 -1.5 1.7 0.103
```
Forces are in eV/Å.

Its HOMO energy is -15.57 eV. For the energy relative to the best compared isomer or geometry (same formula, charge and spin), the calculation gives 155.1 kcal/mol. The LUMO energy is -7.05 eV. Its charge is +1. As for the spin multiplicity: 1. The electronic energy is -287.7091 hartree. The gap between HOMO and LUMO comes out at 8.52 eV.


# 5
# C6H8N

A gas-phase ion, C6H8N (charge +1) at a distorted geometry (ωB97M-V with the def2-TZVPD basis set, the Open Molecules 2025 dataset).

The geometry in XYZ format:
```
15
Properties=species:S:1:pos:R:3:forces:R:3:lowdin_charge:R:1
C 0.17186 -1.17328 0.51913 0.4 -1.9 -0.5 -0.085
C -0.04343 1.22466 0.55705 -1.7 1.9 0.3 -0.049
H 0.89695 -0.26260 -3.47205 3.1 -2.2 -1.3 0.058
H 0.04143 -1.39984 2.73709 -0.3 1.1 -0.6 0.141
C -0.01253 -0.63386 1.92585 0.5 -1.7 0.0 -0.052
H -0.51676 1.14419 2.79042 -1.0 2.6 3.4 0.072
N -0.04363 0.02204 -0.34697 -0.5 -0.3 3.6 -0.054
C 0.13056 0.00414 -2.87248 -2.4 0.6 -3.9 0.169
H -0.64693 0.19890 -3.61894 -0.6 1.6 0.5 0.114
H 1.21512 -1.59009 0.27566 -1.3 0.3 0.6 0.164
C -0.20317 0.67746 1.97986 1.1 -3.0 -5.0 -0.009
H 0.96797 1.65321 0.43281 -0.3 -0.1 -0.1 0.149
H -0.61670 -2.07822 0.25048 1.8 2.5 0.5 0.202
H -0.78937 2.06241 0.26955 1.0 -1.5 0.3 0.171
C 0.04262 -0.00897 -1.60236 0.1 0.2 2.2 0.008
```
Forces are in eV/Å.

Its HOMO energy (alpha / beta) is -11.65 / -14.13 eV. For the energy relative to the best compared isomer or geometry (same formula, charge and spin), the calculation gives 53.8 kcal/mol. The LUMO energy (alpha / beta) is -3.42 / -8.53 eV. Its charge is +1. As for the spin multiplicity: 3. The electronic energy is -287.6615 hartree. The gap between HOMO and LUMO (alpha / beta) comes out at 8.23 / 5.60 eV. The expectation value of S² is 2.0145.


# 6
# C6H8N

A gas-phase ion, C6H8N (charge +1) at a distorted geometry (ωB97M-V with the def2-TZVPD basis set, the Open Molecules 2025 dataset).

The geometry in XYZ format:
```
15
Properties=species:S:1:pos:R:3:forces:R:3:lowdin_charge:R:1
C 0.90669 1.30893 0.07819 1.6 3.4 -1.0 0.033
C -0.09975 0.34447 -0.02358 0.0 5.0 1.6 -0.314
H -2.97174 0.01434 -0.98736 0.9 0.2 1.8 0.139
H 2.62040 -1.43121 -0.10614 2.2 -2.2 -0.2 0.096
H 3.14055 1.13277 0.12214 -0.6 0.0 -0.2 0.137
C 1.93864 -0.68822 -0.07868 -0.8 3.0 0.8 0.000
H 0.78711 2.47425 0.02789 0.0 -2.6 0.3 0.179
H -2.43711 -1.19711 0.14737 1.3 2.2 0.5 0.174
H -3.21730 0.43305 0.77738 1.3 -1.0 -0.8 0.131
C 0.51975 -0.96425 0.02632 -2.1 -2.7 -1.8 -0.098
C 2.15174 0.67163 0.03649 0.8 -0.7 0.1 -0.010
H 0.12453 -1.30385 -1.03064 0.6 -0.8 2.0 0.206
H 0.26500 -1.58843 0.94145 -0.1 0.4 -1.5 0.187
C -2.42441 -0.01072 0.06363 -5.7 0.3 -2.0 -0.080
N -1.30411 0.80434 0.00553 0.6 -4.7 0.4 0.221
```
Forces are in eV/Å.

Its HOMO energy (alpha / beta) is -13.06 / -15.03 eV. For the energy relative to the best compared isomer or geometry (same formula, charge and spin), the calculation gives 9.0 kcal/mol. The LUMO energy (alpha / beta) is -3.68 / -8.35 eV. Its charge is +1. As for the spin multiplicity: 3. The electronic energy is -287.7329 hartree. The gap between HOMO and LUMO (alpha / beta) comes out at 9.37 / 6.68 eV. The expectation value of S² is 2.0463.


# 7
# C6H8N

A gas-phase ion, C6H8N (charge +1) at a distorted geometry (ωB97M-V with the def2-TZVPD basis set, the Open Molecules 2025 dataset).

The geometry in XYZ format:
```
15
Properties=species:S:1:pos:R:3:forces:R:3:lowdin_charge:R:1
H 1.75873 -0.86130 1.75222 0.9 0.2 0.7 0.118
C -0.08472 2.15267 -0.00485 0.7 6.4 2.9 0.058
C -1.16291 0.08505 -0.69512 0.5 -1.8 -1.6 -0.043
N -0.06232 0.93117 -0.33049 0.1 -2.3 -2.9 -0.208
H -1.04950 2.73083 0.07644 1.2 -0.9 -0.5 0.120
C 0.97910 -0.79448 1.04154 0.0 0.1 -3.1 0.064
C 0.06701 -1.74807 0.76984 -1.1 2.0 -1.0 0.038
C 1.00009 0.05358 -0.28024 1.1 -0.6 3.6 0.000
H -0.18458 -2.56111 1.42359 -0.3 -0.6 -0.4 0.126
H -1.78226 0.24593 -1.64134 1.6 0.1 0.8 0.183
C -0.34937 -1.24061 -0.61042 -0.8 -1.7 2.3 0.032
H 1.93994 0.19602 -0.76758 0.6 0.8 -0.3 0.148
H 0.82035 2.65889 0.54519 -1.8 -1.3 -1.3 0.140
H -1.82183 0.07930 0.08087 -2.3 -0.1 2.2 0.103
H -0.06772 -1.92787 -1.35964 -0.4 -0.4 -1.4 0.123
```
Forces are in eV/Å.

Its HOMO energy (alpha / beta) is -10.57 / -15.52 eV. For the energy relative to the best compared isomer or geometry (same formula, charge and spin), the calculation gives 68.7 kcal/mol. The LUMO energy (alpha / beta) is -4.73 / -7.65 eV. Its charge is +1. As for the spin multiplicity: 3. The electronic energy is -287.6377 hartree. The gap between HOMO and LUMO (alpha / beta) comes out at 5.83 / 7.87 eV. The expectation value of S² is 2.0174.


# 8
# C6H8N2

A single C6H8N2 molecule at a distorted geometry (ωB97M-V with the def2-TZVPD basis set, the Open Molecules 2025 dataset).

The geometry in XYZ format:
```
16
Properties=species:S:1:pos:R:3:forces:R:3:lowdin_charge:R:1
H 0.65721 1.28152 0.67720 -0.4 0.9 0.8 0.089
C 1.93048 -0.51441 0.88947 3.3 -1.4 3.5 -0.242
H -0.44836 -1.96794 -0.87542 0.4 0.3 -1.3 0.098
C -2.07096 0.83079 -0.25573 0.5 0.8 1.1 -0.044
N -0.69812 0.86952 -0.97066 0.4 -1.1 3.3 -0.009
H -0.54564 0.07902 1.11859 -1.4 1.1 0.4 0.116
H 0.25314 -2.17989 0.65193 -1.7 2.2 -0.5 0.166
H -2.66357 0.81206 -1.17625 -0.5 -0.7 0.9 0.096
H 1.31528 1.79348 -0.88118 -1.3 -2.1 0.7 0.162
C -1.03980 -0.17152 0.17300 -1.2 0.0 -0.3 -0.250
H 1.60699 -0.89336 -1.13392 1.1 0.4 -0.7 0.148
C 0.62046 0.97565 -0.34132 2.1 3.6 -2.8 -0.230
H -2.52897 1.53129 0.62217 1.5 -1.4 -2.2 0.147
C 1.15997 -0.46650 -0.26532 -1.3 0.2 -2.2 -0.308
C -0.10187 -1.31673 -0.09507 -0.5 -3.4 0.8 -0.121
N 2.55375 -0.66296 1.86253 -1.1 0.5 -1.5 0.182
```
Forces are in eV/Å.

Its HOMO energy is -9.68 eV. For the energy relative to the best compared isomer or geometry (same formula, charge and spin), the calculation gives 129.0 kcal/mol. The LUMO energy is 0.91 eV. Its charge is 0. As for the spin multiplicity: 1. The electronic energy is -342.7284 hartree. The gap between HOMO and LUMO comes out at 10.59 eV.


- electronic energy of number 5 (C6H8N)?
  -287.6615 hartree


- The highest energy relative to the best compared isomer or geometry (same formula, charge and spin) belongs to which entry?
  number 2


- Among the records above, which one has the lowest charge?
  C6H8N2